The molecule C4H7N3O in a non-equilibrium geometry, computed with ωB97M-V/def2-TZVPD.

electronic energy	-396.1045	Eh
relative energy (zero: lowest compared OMol25 entry of this formula, charge and spin)	115.3	kJ/mol
orbital gap	10.31	eV
2S+1	1
highest occupied orbital energy	-0.350	Ha
strongest force on any atom	0.0390	hartree/bohr
SMILES	[H]/N=C/N=C\CC(N)=O

Last column: natural (NBO) charge in e.
Cartesian coordinates (Å):
H (0.4659, -2.5225, 1.2947)  0.355
N (-0.0731, -1.7076, 1.0213)  -0.690
C (0.1468, -0.6555, 1.6938)  0.253
N (-0.5774, 0.4773, 1.5656)  -0.428
C (-0.6038, 1.3298, 0.6349)  0.183
C (0.2267, 1.3401, -0.6028)  -0.597
C (0.5597, -0.0940, -1.1340)  0.699
N (-0.5448, -0.7630, -1.5635)  -0.814
O (1.6891, -0.4172, -1.4292)  -0.603
H (0.9017, -0.5686, 2.4971)  0.163
H (-1.2647, 2.1782, 0.7855)  0.181
H (-0.2951, 1.8920, -1.3904)  0.244
H (1.1773, 1.8273, -0.3955)  0.260
H (-1.4224, -0.6101, -1.0937)  0.392
H (-0.3861, -1.7062, -1.8838)  0.401

Force components x, y, z for each atom (eV/Å):
0.26 0.31 0.26
-0.56 -0.11 0.28
1.36 -1.39 0.20
-1.08 1.33 0.05
0.10 -0.07 0.47
0.28 -1.16 -0.02
-0.26 1.33 -1.48
-0.09 -0.02 -0.27
0.02 -0.14 0.52
-0.22 -0.09 -0.24
-0.17 0.08 -0.01
0.16 -0.10 0.06
0.07 0.12 -0.03
0.12 -0.09 0.06
0.00 0.03 0.15